# 1
The following is a quantum chemistry calculation of a 3-piece molecular cluster, C6H15NO2 overall at a distorted geometry, from the Open Molecules 2025 dataset.

## Properties
DFT total energy = -12045.271 eV
frontier orbital gap (spin up / spin down) = 0.25757 / 0.25767 Eh
multiplicity = 1
molar mass = 133.19 Da
energy relative to the best compared isomer or geometry (same formula, charge and spin) = 141.60 kcal/mol

Each line ends with the Löwdin charge.
Positions of all 24 atoms, in Å:
C1 -0.579 0.289 0.173  -0.40
C2 -0.649 -1.045 -0.229  -0.23
C3 1.694 -0.909 0.157  -0.34
C4 -0.654 0.616 1.636  -0.04
C5 -0.148 1.382 -0.765  -0.03
C6 -2.657 0.083 -0.350  0.02
N1 2.513 -0.113 0.992  0.00
O1 -0.485 -1.489 -1.480  0.02
O2 1.979 -0.733 -1.277  -0.14
H1 0.392 -1.141 -1.798  0.09
H2 2.789 -1.203 -1.530  0.09
H3 -1.024 -1.779 0.477  0.15
H4 1.817 -1.964 0.410  0.09
H5 3.503 -0.362 1.004  0.07
H6 2.446 0.875 0.775  0.05
H7 -1.063 -0.214 2.215  0.09
H8 -1.272 1.501 1.802  0.09
H9 0.349 0.824 2.016  0.08
H10 -0.694 2.299 -0.536  0.09
H11 0.919 1.581 -0.664  0.08
H12 -0.335 1.113 -1.804  0.09
H13 -2.775 -0.140 -1.405  0.03
H14 -2.872 1.124 -0.125  0.03
H15 -3.197 -0.596 0.305  0.03


# 2
The following is a quantum chemistry calculation of C6H15NO3 as an isolated structure at a distorted geometry, from the Open Molecules 2025 dataset.

## Properties
DFT total energy = -14096.056 eV
frontier orbital gap = 0.37505 Eh
multiplicity = 1
molar mass = 149.19 Da
energy relative to the best compared isomer or geometry (same formula, charge and spin) = 62.57 kcal/mol

Each line ends with the Löwdin charge.
Positions of all 25 atoms, in Å:
C1 -2.222 0.930 0.485  -0.09
O1 -1.098 0.558 -0.277  -0.19
C2 0.202 0.787 0.284  -0.57
C3 0.500 2.289 0.307  -0.03
C4 0.320 0.207 1.696  -0.02
C5 1.189 0.122 -0.691  -0.05
C6 1.048 -1.347 -1.079  -0.47
N1 -0.177 -1.632 -1.803  0.07
O2 2.076 -1.952 -1.448  0.02
H1 -2.345 0.292 1.373  0.09
H2 -2.175 1.983 0.803  0.09
H3 -3.098 0.800 -0.161  0.09
H4 -0.088 2.803 1.079  0.08
H5 1.561 2.457 0.534  0.09
H6 0.275 2.741 -0.669  0.10
H7 -0.096 -0.805 1.747  0.08
H8 1.377 0.174 1.994  0.10
H9 -0.217 0.826 2.427  0.08
H10 1.156 0.684 -1.638  0.14
H11 2.205 0.241 -0.296  0.13
H12 -1.011 -1.124 -1.504  0.09
H13 -0.084 -1.614 -2.813  0.12
H14 -0.496 -2.786 -0.639  0.20
O3 0.325 -2.942 0.270  -0.18
H15 0.871 -3.692 0.016  0.03


# 3
The following is a quantum chemistry calculation of a 2-piece molecular cluster, C6H15NO3S overall at a distorted geometry, from the Open Molecules 2025 dataset.

## Properties
DFT total energy = -24926.831 eV
frontier orbital gap (spin up / spin down) = 0.31757 / 0.28120 Eh
multiplicity = 1
molar mass = 181.26 Da
energy relative to the best compared isomer or geometry (same formula, charge and spin) = 145.09 kcal/mol

Each line ends with the Löwdin charge.
Positions of all 26 atoms, in Å:
C1 0.290 1.987 0.483  -0.14
C2 -2.462 0.432 0.547  -0.02
C3 -1.149 -1.092 -0.842  -0.03
C4 -0.465 -0.504 1.488  0.01
C5 2.214 0.088 -1.232  -0.03
C6 -0.203 1.028 -0.405  -0.15
N1 -1.087 -0.047 0.157  -0.36
O1 2.029 -1.386 0.945  -0.38
O2 1.605 -2.407 -1.220  -0.35
O3 3.881 -1.612 -0.589  -0.33
S1 2.424 -1.490 -0.472  0.35
H1 -0.390 2.667 1.067  0.10
H2 0.792 2.818 -0.199  0.14
H3 1.088 1.667 1.193  0.10
H4 -2.570 1.384 1.114  0.11
H5 -2.998 0.715 -0.379  0.10
H6 -3.046 -0.374 0.956  0.10
H7 -1.586 -2.054 -0.508  0.12
H8 -1.810 -0.698 -1.771  0.16
H9 -0.026 -1.218 -0.973  0.07
H10 0.570 -0.857 1.441  0.04
H11 -0.596 0.171 2.293  0.09
H12 -1.094 -1.422 1.664  0.12
H13 1.962 0.068 -2.342  0.08
H14 2.876 0.880 -0.980  0.03
H15 -0.250 1.256 -1.436  0.10


# 4
The following is a quantum chemistry calculation of an isolated ion of composition C6H15NO5P and charge +1 at a distorted geometry, from the Open Molecules 2025 dataset.

## Properties
DFT total energy = -27474.183 eV
frontier orbital gap = 0.36195 Eh
net charge = +1
multiplicity = 1
molar mass = 212.16 Da
energy relative to the best compared isomer or geometry (same formula, charge and spin) = 12.19 kcal/mol

Each line ends with the Löwdin charge.
Positions of all 28 atoms, in Å:
C1 -1.320 2.059 1.376  -0.15
C2 2.767 0.368 -1.295  -0.07
C3 -0.327 -0.639 -2.275  -0.02
C4 -1.133 -2.697 1.407  -0.04
C5 2.479 -0.304 0.884  -0.16
C6 -1.535 1.080 0.450  -0.31
N1 -2.270 1.146 -0.768  0.04
O1 -2.154 3.109 1.499  0.05
O2 1.003 0.209 1.066  -0.18
O3 2.613 -0.640 -0.360  -0.11
O4 -0.055 -1.046 -0.871  -0.20
O5 -1.003 -1.247 1.442  -0.22
P1 -0.354 -0.234 0.460  0.67
H1 -0.493 1.978 2.076  0.13
H2 3.696 1.007 -1.001  0.15
H3 1.882 1.024 -1.379  0.09
H4 2.889 -0.023 -2.262  0.08
H5 0.507 -0.085 -2.567  0.04
H6 -1.192 0.051 -2.414  0.08
H7 -0.509 -1.529 -2.901  0.11
H8 -1.824 -3.023 2.299  0.14
H9 -0.172 -3.242 1.471  0.10
H10 -1.590 -2.873 0.437  0.08
H11 2.577 -1.291 1.527  0.19
H12 2.959 0.524 1.376  0.14
H13 -1.707 3.630 2.253  0.17
H14 -2.611 2.072 -1.009  0.10
H15 -3.124 0.614 -0.920  0.11


# 5
The following is a quantum chemistry calculation of a single C6H15NO5Si molecule at a distorted geometry, from the Open Molecules 2025 dataset.

## Properties
DFT total energy = -26073.252 eV
frontier orbital gap = 0.36423 Eh
SMILES = COC(=O)NC[Si](OC)(OC)OC
multiplicity = 1
molar mass = 209.27 Da
energy relative to the best compared isomer or geometry (same formula, charge and spin) = 0.00 kcal/mol

Each line ends with the Löwdin charge.
Positions of all 28 atoms, in Å:
O1 -0.578 -0.377 2.448  0.05
O2 1.575 -0.877 2.958  -0.01
O3 -0.172 1.519 -0.973  -0.19
O4 -1.982 -0.103 -2.013  -0.17
O5 0.691 -0.526 -2.597  -0.18
C1 0.502 -0.817 2.128  -0.57
N1 0.662 -1.237 0.824  0.04
C2 1.153 -0.531 4.262  -0.07
C3 -0.750 1.875 0.219  -0.14
C4 -2.391 0.796 -2.962  -0.15
C5 2.047 -0.333 -2.254  -0.15
C6 -0.442 -1.285 -0.062  -0.17
Si1 -0.436 -0.034 -1.481  0.33
H1 1.583 -1.459 0.439  0.15
H2 1.998 -0.411 4.948  0.10
H3 0.454 -1.281 4.617  0.10
H4 0.681 0.445 4.253  0.09
H5 -1.826 1.970 0.048  0.10
H6 -0.504 1.130 0.960  0.05
H7 -0.298 2.821 0.479  0.09
H8 -1.832 0.647 -3.879  0.09
H9 -3.427 0.676 -3.179  0.08
H10 -2.225 1.782 -2.562  0.08
H11 2.519 -1.328 -2.131  0.09
H12 2.212 0.262 -1.344  0.08
H13 2.583 0.097 -3.109  0.09
H14 -1.357 -1.159 0.507  0.10
H15 -0.441 -2.261 -0.546  0.10


# 6
The following is a quantum chemistry calculation of a 2-piece molecular cluster, C6H15NOS overall at a distorted geometry, from the Open Molecules 2025 dataset.

## Properties
DFT total energy = -20834.764 eV
frontier orbital gap = 0.33653 Eh
multiplicity = 1
molar mass = 149.26 Da
energy relative to the best compared isomer or geometry (same formula, charge and spin) = 82.86 kcal/mol

Each line ends with the Löwdin charge.
Positions of all 24 atoms, in Å:
C1 2.732 0.179 0.606  -0.37
C2 3.587 -0.720 -0.221  -0.15
C3 -2.832 -1.128 -1.610  -0.12
C4 -0.217 2.043 1.084  -0.17
C5 -2.988 -0.525 -0.203  -0.26
C6 -2.217 -0.932 0.808  -0.07
N1 0.143 1.245 -0.086  -0.28
O1 0.780 -1.258 -0.792  -0.51
S1 0.931 -0.328 0.361  0.89
H1 2.683 1.214 0.210  0.08
H2 4.565 -0.562 0.172  0.07
H3 3.260 -1.694 -0.239  0.04
H4 3.587 -0.344 -1.211  0.07
H5 -1.966 -1.765 -1.621  0.04
H6 -3.748 -1.841 -1.779  0.10
H7 -2.812 -0.284 -2.434  0.10
H8 -0.146 3.085 0.704  0.09
H9 -1.173 1.831 1.460  0.05
H10 0.691 2.134 1.683  0.07
H11 -3.681 0.327 -0.016  0.10
H12 3.094 0.401 1.637  0.10
H13 -2.305 -0.507 1.790  0.05
H14 -1.437 -1.704 0.504  0.06
H15 -0.533 1.135 -0.807  0.05


# 7
The following is a quantum chemistry calculation of a 2-piece molecular cluster, C6H15NS overall at a distorted geometry, from the Open Molecules 2025 dataset.

## Properties
DFT total energy = -18789.099 eV
frontier orbital gap = 0.36048 Eh
SMILES = C=CCN.CCCS
multiplicity = 1
molar mass = 133.26 Da
energy relative to the best compared isomer or geometry (same formula, charge and spin) = 34.37 kcal/mol

Each line ends with the Löwdin charge.
Positions of all 23 atoms, in Å:
C1 -0.215 1.680 0.601  -0.12
C2 -1.261 1.224 1.626  -0.34
C3 -2.606 0.805 1.005  -0.61
S1 -3.779 0.192 2.254  0.66
H1 0.683 2.053 1.080  0.07
H2 -0.563 2.492 -0.028  0.07
H3 -0.007 0.892 -0.128  0.04
H4 -0.933 0.323 2.165  0.09
H5 -1.392 2.097 2.309  0.11
H6 -2.404 -0.014 0.283  0.08
H7 -2.988 1.646 0.438  0.07
H8 -4.802 -0.085 1.399  -0.14
N1 1.755 0.322 -2.118  -0.03
C4 1.925 -1.170 -1.878  -0.29
C5 1.382 -2.449 0.144  -0.01
C6 2.054 -1.412 -0.409  -0.19
H9 1.611 0.460 -3.127  0.06
H10 2.740 0.691 -1.963  0.09
H11 2.905 -1.416 -2.345  0.10
H12 1.214 -1.855 -2.324  0.10
H13 1.220 -2.637 1.264  0.08
H14 0.754 -3.021 -0.465  0.02
H15 2.707 -0.817 0.217  0.09


# 8
The following is a quantum chemistry calculation of a 2-piece molecular cluster, C6H15NS overall at a distorted geometry, from the Open Molecules 2025 dataset.

## Properties
DFT total energy = -18788.077 eV
frontier orbital gap = 0.36111 Eh
SMILES = C=C(C)C(C)C.NS
multiplicity = 1
molar mass = 133.26 Da
energy relative to the best compared isomer or geometry (same formula, charge and spin) = 57.94 kcal/mol

Each line ends with the Löwdin charge.
Positions of all 23 atoms, in Å:
C1 0.738 1.682 0.993  -0.06
C2 1.833 0.857 -1.209  -0.06
C3 1.759 -1.066 1.188  0.06
C4 -0.424 -1.596 0.238  -0.05
C5 0.662 0.639 -0.152  -0.39
C6 0.752 -0.716 0.432  -0.38
N1 -2.637 0.051 -1.140  -0.43
S1 -4.193 -0.500 -0.644  0.59
H1 0.411 2.636 0.729  0.04
H2 0.069 1.345 1.836  0.10
H3 1.633 1.740 1.603  0.07
H4 2.729 0.825 -0.562  0.06
H5 1.664 1.900 -1.767  0.11
H6 1.843 -0.065 -1.917  0.10
H7 -2.796 0.986 -1.318  -0.03
H8 2.440 -0.321 1.383  0.04
H9 1.903 -1.983 1.646  0.05
H10 -0.293 -2.582 0.648  0.09
H11 -0.519 -1.794 -0.771  0.05
H12 -1.275 -1.173 0.583  0.03
H13 -0.240 0.548 -0.738  0.09
H14 -2.139 -0.543 -1.818  0.04
H15 -3.919 -0.871 0.756  -0.11